# 1
The following is a quantum chemistry calculation of 13 unconnected molecules or ions with the total composition C81H174N7O25S6, from the OMol25 dataset.

CARTESIAN COORDINATES (ANGSTROEM)
C  4.073  -0.871  3.687
C  5.161  -1.977  3.423
C  6.521  -1.165  3.218
C  7.746  -2.057  3.298
C  7.833  -2.726  4.615
C  6.555  -3.608  4.851
N  5.306  -2.917  4.553
O  4.134  -3.667  4.945
C  6.782  -4.940  4.123
C  6.707  -4.062  6.294
C  4.822  -2.644  2.061
H  4.244  -0.039  3.005
H  4.176  -0.477  4.698
H  3.078  -1.279  3.504
H  6.618  -0.857  2.177
H  6.700  -0.339  3.906
H  8.585  -1.366  3.214
H  7.855  -2.655  2.393
H  8.011  -1.948  5.358
H  8.715  -3.363  4.547
H  7.601  -5.556  4.494
H  5.894  -5.543  4.311
H  7.008  -4.873  3.059
H  6.562  -3.213  6.961
H  5.965  -4.798  6.605
H  7.711  -4.468  6.421
H  5.627  -3.286  1.704
H  4.609  -1.893  1.300
H  3.920  -3.219  2.272
C  -0.107  7.362  0.544
C  0.049  6.075  -0.312
C  -1.312  5.317  -0.163
C  -1.470  4.168  -1.209
C  -1.241  4.702  -2.500
C  0.150  5.399  -2.794
N  0.361  6.420  -1.765
O  1.547  7.230  -1.989
C  1.184  4.219  -2.945
C  -0.180  6.069  -4.137
C  1.147  5.199  0.370
H  0.672  8.113  0.412
H  -0.389  7.244  1.591
H  -1.007  7.922  0.291
H  -1.347  4.736  0.759
H  -2.181  5.945  0.034
H  -2.464  3.734  -1.101
H  -0.718  3.406  -1.001
H  -1.980  5.494  -2.624
H  -1.483  3.834  -3.112
H  2.259  4.380  -2.862
H  1.015  3.450  -2.190
H  1.097  3.684  -3.891
H  0.625  6.662  -4.571
H  -0.409  5.275  -4.848
H  -1.057  6.711  -4.056
H  0.875  4.957  1.397
H  2.163  5.592  0.337
H  1.191  4.180  -0.017
C  -6.099  -2.616  -2.258
C  -6.033  -1.051  -2.266
C  -4.594  -0.637  -1.928
C  -4.270  0.818  -2.171
C  -4.648  1.146  -3.613
C  -6.085  0.907  -3.983
N  -6.505  -0.451  -3.574
O  -7.904  -0.788  -3.927
C  -6.953  2.028  -3.398
C  -6.126  1.023  -5.522
C  -6.948  -0.674  -1.093
H  -5.338  -3.009  -2.933
H  -7.028  -2.960  -2.713
H  -6.097  -2.937  -1.217
H  -4.429  -0.766  -0.858
H  -3.918  -1.339  -2.417
H  -3.224  1.071  -1.997
H  -4.760  1.508  -1.484
H  -3.940  0.569  -4.208
H  -4.282  2.170  -3.686
H  -6.699  2.145  -2.344
H  -6.707  2.984  -3.858
H  -8.022  1.863  -3.261
H  -5.838  2.060  -5.694
H  -5.454  0.326  -6.022
H  -7.139  0.789  -5.849
H  -7.924  -1.045  -1.409
H  -6.879  0.404  -0.951
H  -6.569  -1.003  -0.126
C  2.270  2.439  -8.246
C  1.555  1.529  -7.218
C  0.885  0.406  -8.000
C  1.856  -0.589  -8.524
C  2.503  -1.309  -7.350
C  3.236  -0.261  -6.443
N  2.348  0.923  -6.133
O  2.858  1.824  -5.119
C  3.631  -1.062  -5.164
C  4.559  0.156  -7.184
C  0.403  2.324  -6.650
H  3.119  1.952  -8.725
H  2.532  3.321  -7.660
H  1.555  2.796  -8.988
H  0.158  -0.189  -7.449
H  0.392  0.770  -8.902
H  2.579  -0.268  -9.274
H  1.315  -1.314  -9.132
H  3.212  -2.052  -7.714
H  1.767  -1.777  -6.696
H  4.344  -0.608  -4.476
H  2.699  -1.151  -4.605
H  3.918  -2.086  -5.405
H  5.288  -0.628  -6.980
H  4.550  0.292  -8.266
H  5.046  1.047  -6.789
H  -0.072  2.881  -7.457
H  0.789  3.041  -5.926
H  -0.256  1.661  -6.087
C  -4.225  -3.467  2.027
C  -5.080  -3.139  3.361
C  -6.030  -4.241  3.570
C  -6.668  -4.288  4.953
C  -5.586  -4.386  6.033
C  -4.598  -3.196  5.868
N  -4.124  -3.068  4.440
O  -3.055  -2.032  4.293
C  -5.304  -1.976  6.419
C  -3.421  -3.503  6.854
C  -5.972  -1.908  3.032
H  -4.865  -3.668  1.168
H  -3.588  -4.303  2.317
H  -3.512  -2.713  1.692
H  -6.846  -4.256  2.847
H  -5.488  -5.179  3.454
H  -7.303  -5.157  5.124
H  -7.496  -3.605  5.145
H  -5.039  -5.327  5.980
H  -6.017  -4.389  7.034
H  -5.803  -2.210  7.360
H  -4.545  -1.264  6.740
H  -6.058  -1.393  5.890
H  -2.656  -2.750  7.046
H  -3.825  -3.768  7.831
H  -2.884  -4.333  6.394
H  -5.258  -1.095  2.896
H  -6.655  -1.569  3.811
H  -6.504  -2.066  2.093
C  0.911  -4.128  -1.189
C  1.319  -5.224  -2.251
C  0.778  -6.548  -1.649
C  -0.767  -6.807  -1.784
C  -1.160  -6.652  -3.260
C  -0.717  -5.277  -3.914
N  0.771  -4.958  -3.621
O  1.437  -3.872  -4.306
C  -0.827  -5.539  -5.469
C  -1.761  -4.114  -3.612
C  2.871  -5.317  -2.117
H  0.965  -3.080  -1.482
H  1.509  -4.125  -0.277
H  -0.151  -4.294  -1.012
H  1.229  -7.423  -2.118
H  1.072  -6.685  -0.609
H  -1.305  -6.038  -1.230
H  -0.969  -7.819  -1.430
H  -2.248  -6.667  -3.314
H  -0.874  -7.543  -3.819
H  -1.830  -5.791  -5.816
H  -0.630  -4.646  -6.062
H  -0.223  -6.395  -5.769
H  -2.651  -4.320  -4.205
H  -2.028  -4.136  -2.556
H  -1.172  -3.252  -3.927
H  3.200  -6.209  -2.650
H  3.183  -5.345  -1.073
H  3.219  -4.346  -2.471
C  3.950  2.462  5.647
C  3.974  3.995  6.057
C  5.438  4.431  6.234
C  6.206  4.628  4.923
C  5.453  5.702  4.128
C  3.932  5.280  3.849
N  3.281  4.915  5.128
O  1.848  4.566  4.967
C  3.403  6.615  3.334
C  3.862  4.320  2.623
C  3.352  4.141  7.506
H  4.316  1.884  6.496
H  4.604  2.218  4.810
H  2.949  2.071  5.464
H  5.497  5.404  6.722
H  6.006  3.666  6.763
H  6.239  3.721  4.318
H  7.233  4.910  5.157
H  5.929  5.857  3.160
H  5.539  6.714  4.524
H  4.084  7.093  2.630
H  2.402  6.665  2.906
H  3.192  7.254  4.191
H  4.378  3.379  2.813
H  2.831  3.992  2.492
H  4.173  4.909  1.760
H  3.384  5.116  7.991
H  3.790  3.418  8.194
H  2.272  3.988  7.505
O  -5.864  1.619  1.123
S  -4.747  2.646  1.266
O  -4.599  3.786  0.352
O  -4.709  3.179  2.847
C  -5.872  2.954  3.624
C  -5.934  1.583  4.200
C  -3.076  1.790  1.398
H  -6.703  3.187  2.959
H  -5.935  3.599  4.501
H  -5.969  0.802  3.441
H  -6.756  1.556  4.917
H  -5.055  1.410  4.821
H  -2.771  1.563  0.376
H  -3.023  0.896  2.019
H  -2.443  2.589  1.783
O  -4.839  -1.442  -9.523
S  -3.682  -0.524  -9.566
O  -3.847  0.887  -9.877
O  -2.710  -0.696  -8.214
C  -2.715  -1.941  -7.506
C  -2.790  -1.601  -6.010
C  -2.532  -1.189  -10.785
H  -1.896  -2.638  -7.679
H  -3.548  -2.556  -7.847
H  -3.493  -0.820  -5.724
H  -1.809  -1.252  -5.688
H  -2.954  -2.530  -5.464
H  -1.476  -0.922  -10.751
H  -2.925  -0.728  -11.691
H  -2.465  -2.277  -10.797
O  -2.906  5.677  4.169
S  -2.810  5.659  5.613
O  -3.826  6.225  6.528
O  -2.557  4.107  6.117
C  -1.394  3.437  5.557
C  -1.512  1.906  5.748
C  -1.245  6.539  5.919
H  -0.498  3.758  6.087
H  -1.318  3.842  4.548
H  -2.517  1.647  5.416
H  -1.489  1.526  6.770
H  -0.780  1.364  5.150
H  -0.753  6.215  6.836
H  -1.454  7.600  6.051
H  -0.678  6.366  5.004
O  4.410  1.009  0.494
S  5.260  2.056  -0.065
O  5.916  2.986  0.874
O  6.359  1.317  -1.098
C  5.971  0.305  -1.977
C  6.788  0.309  -3.252
C  4.166  2.969  -1.201
H  4.943  0.427  -2.318
H  5.979  -0.684  -1.520
H  7.852  0.259  -3.021
H  6.673  1.217  -3.845
H  6.443  -0.514  -3.879
H  3.786  2.230  -1.906
H  4.683  3.804  -1.673
H  3.327  3.238  -0.558
O  1.702  -4.210  2.526
S  0.824  -5.375  2.614
O  1.263  -6.533  1.871
O  0.752  -5.843  4.226
C  0.292  -4.909  5.191
C  0.046  -5.595  6.548
C  -0.986  -4.935  2.211
H  -0.714  -4.575  4.935
H  0.993  -4.080  5.289
H  1.042  -5.658  6.986
H  -0.359  -6.607  6.557
H  -0.582  -4.994  7.206
H  -1.556  -5.750  2.657
H  -1.144  -4.878  1.134
H  -1.213  -4.036  2.784
O  -0.070  1.528  1.415
S  0.162  0.429  0.491
O  -0.982  -0.472  0.223
O  0.841  0.971  -0.913
C  0.691  0.016  -1.968
C  -0.251  0.581  -3.013
C  1.438  -0.551  1.259
H  0.526  -1.025  -1.692
H  1.672  0.096  -2.435
H  -0.752  1.455  -2.598
H  -1.042  -0.146  -3.198
H  0.253  0.952  -3.905
H  1.742  -1.375  0.613
H  1.070  -1.115  2.116
H  2.265  0.119  1.492

Forces on the atoms, in the same order (eV/Å):
0.600 -1.013 0.134
0.732 2.376 -0.981
-0.009 -1.604 -0.355
0.467 1.464 -0.558
-0.625 -0.693 -0.801
2.783 -0.823 0.778
-3.891 -2.712 1.034
4.346 3.082 -1.617
-0.737 -0.510 -1.037
-1.041 0.696 1.020
-0.213 -0.322 1.193
0.059 -0.116 -0.187
-0.194 -0.157 0.091
-0.030 0.043 0.307
-0.963 0.794 0.085
-0.586 0.122 0.038
0.322 0.059 -0.046
-0.281 -0.636 0.264
-0.290 -0.183 0.360
-0.100 -0.312 0.664
0.187 0.522 0.519
-0.165 -0.046 -0.462
-0.475 0.222 -0.208
0.181 0.101 0.182
0.033 -0.134 -0.238
-0.131 0.079 0.085
-0.061 -0.117 0.058
0.030 0.172 0.147
0.011 -0.297 -0.436
-0.684 1.040 -0.782
-0.208 0.312 1.553
0.390 -1.744 0.145
0.168 0.695 3.706
-0.020 1.070 -2.054
-1.360 -1.493 -1.028
4.296 1.806 0.448
-4.634 -3.137 1.081
0.241 0.023 0.491
0.827 0.153 -0.346
-0.156 -0.601 -0.454
0.411 -0.440 0.200
0.885 -0.883 0.228
-0.215 -0.068 -0.945
0.766 0.340 0.601
-0.040 0.372 -1.075
-0.018 -0.095 -0.051
-0.045 -0.292 0.375
-0.254 -0.082 -0.530
0.487 0.525 -1.350
-0.040 0.959 0.017
-0.287 0.011 0.206
-0.440 0.313 -0.190
0.175 -0.022 0.234
-0.082 -0.009 -0.050
0.080 -0.001 0.141
-0.087 0.704 0.223
-0.175 0.366 -0.067
-0.024 -0.029 -0.646
-0.431 1.051 -1.413
-0.159 -1.069 0.785
0.145 0.096 0.702
-0.392 0.079 -0.561
2.025 0.208 1.507
-0.465 0.233 -1.294
-4.697 -1.531 -0.039
5.836 1.338 1.466
0.115 -0.031 1.591
-0.642 -0.307 0.659
0.230 1.307 -0.795
0.413 -0.314 0.509
-0.263 0.220 0.178
0.544 -0.268 -0.251
-0.211 -0.588 0.153
0.328 0.299 -0.329
0.294 -0.431 -0.199
-0.526 -0.262 0.145
-0.283 -0.205 -0.443
-0.775 0.387 -0.809
0.465 0.169 0.189
-0.271 -0.116 -0.198
-0.062 -0.269 -1.080
-0.119 -0.135 -0.605
0.142 0.083 0.114
0.022 0.346 -0.206
-0.255 0.324 0.735
-0.743 0.196 -0.195
-0.153 -0.738 -0.218
0.273 0.055 1.237
-1.497 -0.181 -0.947
0.224 -0.485 -1.052
0.306 -1.954 -0.376
0.200 1.440 0.158
1.537 -0.548 -0.467
2.727 2.407 2.847
-1.979 -3.536 -3.914
-1.265 0.804 0.191
0.303 0.051 0.623
0.549 0.556 1.071
-0.003 0.309 0.074
0.683 0.109 -0.277
-0.022 -0.342 -0.048
-0.177 0.412 0.417
-0.408 0.688 0.383
0.296 0.687 0.388
-0.341 -0.333 0.129
0.129 -0.009 0.359
-0.232 -0.293 -0.267
0.105 0.218 -0.421
-0.082 -0.189 0.252
0.208 0.180 -0.218
-0.048 -0.250 -0.132
-0.558 -0.134 0.008
-0.410 0.208 0.301
-0.362 -0.273 0.181
-0.019 0.202 -0.059
-0.362 0.113 -0.296
-0.193 0.271 1.302
0.264 1.184 -3.314
-1.099 -2.322 0.989
-0.486 -1.155 0.976
0.135 0.737 -0.938
0.200 -0.408 1.239
3.400 4.235 1.368
-4.319 -4.219 0.475
0.141 1.644 0.909
0.103 -0.207 -1.099
1.629 0.918 0.482
-0.150 -0.359 0.237
-0.297 -0.414 -0.355
-0.285 0.528 0.445
0.328 0.253 -0.346
-0.019 -0.342 -0.048
0.302 -0.814 -0.723
0.720 1.222 -0.031
0.000 -0.159 -0.447
0.072 0.346 0.002
0.016 -0.451 0.051
0.082 0.287 -0.301
0.178 -0.474 -0.698
-0.371 0.488 -0.451
-0.113 -0.253 -0.149
0.046 -0.356 0.370
-0.175 0.300 -0.261
-0.085 -0.432 0.015
0.028 -0.120 0.140
-0.856 0.304 -0.946
0.453 0.040 2.503
-1.316 -0.958 -0.578
1.526 1.053 -0.771
-0.037 0.726 0.608
-0.394 -1.058 -1.755
1.571 3.306 -1.018
-3.144 -4.226 2.529
0.069 0.285 0.395
2.074 -1.545 0.248
-1.144 0.669 -0.995
0.193 -0.071 -0.811
-0.159 -0.769 0.065
-0.025 0.171 0.606
0.336 0.095 -0.506
0.075 0.629 0.089
-0.223 -0.292 0.391
-0.277 0.212 0.174
-0.174 0.191 -0.141
0.572 0.257 -0.249
-0.379 -0.182 0.712
0.676 0.031 0.149
0.390 0.325 -0.034
0.158 0.250 -0.015
0.064 0.463 0.012
-0.716 0.527 0.208
0.526 0.379 -0.169
-0.410 -0.406 0.026
0.611 -0.371 -0.569
-0.191 0.788 0.415
0.087 -0.569 1.747
0.742 -0.075 -1.229
-0.901 0.651 -0.161
-0.024 -1.126 -0.462
1.479 1.809 -1.054
-4.726 -2.398 -1.366
5.477 1.536 0.620
-1.690 0.895 0.802
-0.789 -0.536 1.774
-0.893 -0.220 -0.630
0.168 0.122 0.124
-0.118 0.236 -0.136
-0.093 0.361 -0.222
-0.139 -0.164 0.482
-0.424 0.075 0.635
0.059 -0.147 0.049
0.028 0.096 -0.131
-0.153 -0.402 -0.337
-0.383 -0.154 0.794
0.048 -0.080 0.176
-0.044 -0.909 -0.538
0.750 0.374 0.203
0.585 0.289 -0.414
-0.253 0.344 -0.093
0.299 -0.512 0.033
0.782 0.313 -0.483
0.126 -0.031 -0.166
-0.065 -0.547 -0.342
2.946 3.245 0.112
-0.128 -2.121 0.801
-0.631 -1.994 1.540
0.589 -0.074 -1.732
-1.303 0.095 -0.068
0.337 -0.727 0.295
-1.018 1.195 -0.778
-0.410 -0.148 0.393
0.629 0.781 -0.509
-0.335 0.100 0.222
-0.331 -0.290 -0.275
0.275 0.004 -0.058
-0.102 -0.050 0.040
-0.557 0.222 0.048
0.018 -0.158 0.031
2.255 1.959 0.342
0.241 -1.180 -0.207
0.283 -1.949 1.155
-0.902 0.592 -1.516
-1.383 -0.359 1.014
0.728 -0.466 -0.337
0.069 0.132 -0.501
0.841 0.759 -0.407
-0.527 0.368 0.216
-0.271 -0.344 -0.368
0.154 0.120 0.016
-0.295 0.161 0.093
-0.222 0.834 0.758
-0.030 -0.589 -0.293
-0.878 0.020 -0.031
-0.655 -0.252 1.102
-0.130 0.845 1.565
1.711 -1.627 -2.182
-0.355 1.409 0.060
0.613 -0.141 0.566
-1.177 0.695 -0.712
-0.428 -0.448 0.082
-0.012 0.328 0.108
0.151 -0.906 -0.364
0.014 -0.311 -0.369
0.405 0.589 0.174
-0.004 0.176 -0.031
0.000 -0.315 -0.225
-0.359 -0.118 -0.265
0.317 0.023 0.362
1.056 0.695 -0.475
-0.411 0.064 0.550
-0.489 -2.210 -2.586
-0.096 2.297 2.184
-1.394 -0.996 -1.351
0.549 0.470 0.218
0.641 -0.779 0.582
-0.367 0.251 0.287
0.341 0.083 0.388
0.040 -0.419 -0.123
-0.302 0.155 0.176
0.325 -0.145 0.109
0.155 0.142 -0.183
-0.140 -0.100 0.144
0.136 0.357 -0.011
-1.695 -0.886 0.203
0.828 0.597 0.592
-0.983 0.569 0.830
0.036 -0.265 -2.378
-1.627 0.024 0.770
1.604 -0.028 0.102
1.526 -0.706 1.250
0.104 0.550 -0.634
-0.090 0.003 -0.056
-0.104 -0.224 0.519
-0.113 0.096 -0.626
0.078 0.234 -0.218
0.034 -0.128 -0.203
0.347 0.157 0.189
0.074 0.189 -0.426
0.456 -0.420 -1.720
-1.525 -1.021 1.498
1.923 1.678 -0.311
-1.259 -0.824 3.043
1.558 0.812 -2.188
-1.038 -0.059 0.451
0.327 -0.389 -0.653
-0.260 0.396 0.436
0.284 -0.587 0.056
-0.075 0.045 0.137
0.006 0.062 -0.556
0.019 -0.466 -0.063
0.228 0.316 -0.496
-0.457 0.701 0.229
-0.023 -0.197 0.005

lowest unoccupied orbital energy (alpha / beta): 0.2224 / -1.0370 eV
energy relative to the best compared isomer or geometry (same formula, charge and spin): 7.791 eV
total energy: -213423.6225 eV
orbital gap (alpha / beta): 9.024 / 8.560 eV
HOMO level (alpha / beta): -8.80 / -9.60 eV
2S+1: 8

***

# 2
The following is a quantum chemistry calculation of 2 unconnected molecules or ions with the total composition C10H16N2, from the OMol25 dataset.

CARTESIAN COORDINATES (ANGSTROEM)
C  1.327  2.379  0.641
C  0.014  -2.018  -1.016
C  -0.795  -1.277  -0.576
C  2.739  0.868  -0.407
C  2.747  0.142  0.830
C  -1.800  -0.828  1.504
C  -1.885  0.902  -0.311
C  -3.241  -1.347  -0.462
C  1.986  1.982  -0.524
C  -1.948  -0.647  0.061
N  0.803  2.755  1.598
N  3.556  0.436  -1.494
H  0.913  -2.655  -1.150
H  4.191  -0.272  -1.374
H  2.796  -0.975  0.688
H  1.795  0.354  1.308
H  3.610  0.378  1.533
H  -2.417  -0.266  2.102
H  -1.900  -1.923  1.677
H  -0.803  -0.536  1.933
H  -1.055  1.375  0.087
H  -2.787  1.263  0.311
H  -1.955  1.082  -1.350
H  -3.310  -1.025  -1.471
H  -4.170  -0.890  0.020
H  -3.323  -2.439  -0.319
H  1.770  2.555  -1.405
H  3.143  0.629  -2.434

Forces on the atoms, in the same order (eV/Å):
-0.858 0.980 0.703
3.409 -2.057 -0.597
-1.706 0.305 0.564
1.631 0.548 -3.376
1.095 -2.232 2.248
2.841 -2.130 1.424
-3.711 -1.972 2.237
-1.030 1.420 1.355
-0.089 -0.636 -0.118
0.391 1.352 -2.077
-0.043 -0.083 0.011
-3.688 2.915 -0.164
-1.394 0.896 -0.212
1.290 -2.004 0.177
-0.046 1.064 -0.127
0.258 -0.213 0.531
-1.067 0.015 -0.859
-2.231 1.108 1.129
-0.096 0.699 0.459
-0.492 -0.324 -0.846
1.765 0.637 0.793
1.143 0.194 -1.443
-0.383 0.201 -1.059
-0.249 -0.392 -1.269
1.246 -0.480 -0.268
0.526 0.574 -0.194
0.431 0.055 -0.366
1.059 -0.439 1.345

lowest unoccupied orbital energy: 0.6963 eV
SMILES: C/C(N)=C\C#N.C#CC(C)(C)C
energy relative to the best compared isomer or geometry (same formula, charge and spin): 2.701 eV
total energy: -13606.2518 eV
orbital gap: 9.412 eV
HOMO level: -8.72 eV